Record 1
Molecular formula: C20H31O2Pt
Method: DFT, wB97M-V/def2-TZVPD

The geometry in ORCA input format:
```
! wB97M-V def2-TZVPD RIJCOSX def2/J DEFGRID3
* xyz -1 3
O -0.44644 -0.67734 -1.15242
C -1.06784 0.32602 -2.07173
C -0.67321 -0.44469 -3.31905
H -0.57274 1.30351 -1.98983
H -2.14832 0.36998 -1.88910
C -0.18939 -1.53244 -2.34313
H 0.13167 0.02727 -3.89583
H -1.51060 -0.72723 -3.96173
C 1.26607 -1.86692 -2.52652
H 1.89333 -0.97867 -2.39372
H 1.40777 -2.23296 -3.55074
H 1.58559 -2.65350 -1.83814
C -1.10798 -2.73606 -2.36204
H -2.14701 -2.42618 -2.19779
H -0.83525 -3.46853 -1.59831
H -1.03069 -3.22634 -3.34165
Pt -0.28246 -0.65159 1.02014
C -2.15927 -0.78473 2.97548
C -2.61779 0.51922 3.17150
C -3.06918 1.05053 1.91136
H -2.69482 1.05480 4.12074
C -2.83592 0.11356 0.89474
C -2.30624 -1.11422 1.53193
H -2.48002 -2.11353 1.14402
H -1.83956 -1.49678 3.73720
H -3.59930 1.99433 1.78131
H -3.13352 0.19456 -0.14683
C 0.94998 -2.63796 3.08308
C -0.05114 -3.20805 2.26186
C 0.20485 -2.83621 0.88645
H -0.81550 -3.92658 2.56282
C 1.44692 -2.01960 0.88634
C 1.85531 -1.90780 2.27917
H 2.76053 -1.41560 2.61370
H 1.05344 -2.80426 4.14801
H -0.20561 -3.31500 0.01212
H 2.05230 -1.83298 0.00852
O 2.84537 2.94421 -1.49632
C 1.78130 2.09561 -1.01591
C 0.62560 2.94606 -0.46815
H 2.20691 1.44150 -0.22831
H 1.48193 1.43209 -1.85490
C 1.19485 4.38003 -0.37962
H 0.27208 2.57728 0.49815
H -0.21944 2.92764 -1.16457
C 2.54875 4.31345 -1.11482
H 1.38806 4.64898 0.66469
H 0.51141 5.10609 -0.82977
H 3.36022 4.67667 -0.45838
H 2.55405 4.94202 -2.01944
C 0.55208 0.73172 2.18902
H 0.67650 0.29577 3.18835
H 1.53224 1.01301 1.77920
H -0.09983 1.60988 2.25885
*
```

Output
lowest unoccupied orbital energy (alpha / beta): 2.7 / 2.7 eV
total energy: -28578.504 eV
energy relative to the best compared isomer or geometry (same formula, charge and spin): 0.5 kcal/mol
HOMO energy (alpha / beta): -1.80 / -2.88 eV
orbital gap (alpha / beta): 4.465 / 5.542 eV

=====

Record 2
Molecular formula: C20H32BrF9N5O5PS
Method: DFT, wB97M-V/def2-TZVPD

The geometry in ORCA input format:
```
! wB97M-V def2-TZVPD RIJCOSX def2/J DEFGRID3
* xyz 0 1
C 2.55641 4.46281 0.12385
P 1.38563 3.08919 0.09334
O 2.22542 1.91365 0.83633
N 1.34355 2.66250 -1.61694
C 2.29918 2.06508 -2.34679
N 3.48198 1.69836 -1.90746
C 4.10998 1.11124 -2.97559
C 5.45876 0.53110 -2.84095
C 5.38989 -0.74795 -1.95855
C 6.07427 -1.97323 -2.57915
C 7.28016 -2.50340 -1.79862
O 7.16197 -2.40251 -0.38787
N 3.36822 1.10312 -4.06212
Br 3.91821 0.28955 -5.87619
N 2.18068 1.72456 -3.69134
S 0.84031 1.92368 -4.70566
O -0.05657 2.78683 -4.00562
O 1.31126 2.34100 -5.97611
C -0.10514 0.31841 -5.00205
F 0.67288 -0.45576 -5.74812
F -1.17644 0.62292 -5.71485
C -0.45853 -0.43636 -3.68538
F 0.42568 -0.08597 -2.72040
F -0.30139 -1.74722 -3.91106
C -1.91000 -0.22063 -3.15620
F -2.33996 1.02658 -3.38724
F -2.71233 -1.10996 -3.75693
C -1.98144 -0.47879 -1.62532
F -3.25357 -0.59110 -1.27577
F -1.35464 -1.60191 -1.29918
F -1.46597 0.55865 -0.97507
H 3.54531 4.24160 -0.26388
H 2.06565 5.25461 -0.43855
H 2.59445 4.79494 1.15875
H 2.01190 1.05467 0.45521
H 0.48279 2.91910 -2.07380
H 5.90264 0.30342 -3.80039
H 6.04308 1.27100 -2.30067
H 4.33806 -0.99789 -1.83007
H 5.75526 -0.52817 -0.96174
H 5.35307 -2.78497 -2.65554
H 6.40263 -1.77061 -3.59580
H 8.18691 -1.97699 -2.08516
H 7.41666 -3.55433 -2.05747
H 6.24512 -2.53646 -0.13562
C -3.15362 -1.62813 1.64308
C -3.57827 -0.41233 2.49236
C -5.09550 -0.47082 2.70433
C -5.57820 -1.58056 3.64694
C -4.53231 -1.95878 4.70998
C -3.49844 -0.86903 5.00816
N -2.82479 -0.50445 3.75999
O -1.87880 0.38132 3.90844
C -2.45691 -1.48098 5.94325
C -4.15544 0.31839 5.71945
C -3.27309 0.86760 1.73508
H -2.07648 -1.60892 1.46685
H -3.65570 -1.66188 0.67832
H -3.39066 -2.55392 2.16872
H -5.42974 0.49305 3.09403
H -5.58336 -0.57426 1.73245
H -6.49967 -1.25159 4.13070
H -5.84620 -2.47106 3.07533
H -5.03575 -2.24305 5.63534
H -3.99678 -2.85348 4.38130
H -1.91875 -2.28540 5.44093
H -2.94605 -1.89460 6.82745
H -1.73428 -0.73530 6.26882
H -4.61689 -0.02063 6.64897
H -4.93036 0.79270 5.11755
H -3.40933 1.07271 5.96686
H -3.82928 0.86682 0.79612
H -2.21426 0.95885 1.50674
H -3.57310 1.74341 2.31023
*
```

Output
lowest unoccupied orbital energy: -3.1 eV
total energy: -153563.593 eV
HOMO energy: -4.36 eV
orbital gap: 1.293 eV

=====

Record 3
Molecular formula: C20H32Cl4O15
Method: DFT, wB97M-V/def2-TZVPD

The geometry in ORCA input format:
```
! wB97M-V def2-TZVPD RIJCOSX def2/J DEFGRID3
* xyz 0 1
Cl -1.27556 -1.52586 1.95249
C -0.30613 -0.48970 0.84706
C 0.79248 -1.24846 0.18301
Cl 0.11594 -2.34056 -1.05716
H 0.11212 0.32267 1.44259
H -1.01318 0.00541 0.18746
H 1.40905 -1.82624 0.86523
H 1.42591 -0.51781 -0.31667
Cl -4.69273 2.02765 3.39111
C -3.20474 1.05542 3.47278
C -1.94685 1.85726 3.33880
Cl -1.76732 2.57618 1.70894
H -3.23620 0.35909 2.63729
H -3.23260 0.50212 4.40612
H -1.07236 1.22729 3.48848
H -1.89495 2.69333 4.03301
C -0.14350 0.96290 -3.83621
C 0.20602 2.45660 -3.97876
O 0.36248 2.88200 -2.63998
C 0.46012 1.81236 -1.82322
O 0.69350 1.86682 -0.65747
O 0.28632 0.66122 -2.50422
H 0.35094 0.31423 -4.55726
H -1.21387 0.76127 -3.89429
H -0.65500 2.95620 -4.41929
H 1.09538 2.61804 -4.58344
C -4.98098 1.25940 -1.73498
C -3.84943 1.40914 -0.73701
O -2.69263 1.31400 -1.60379
C -3.05026 1.82354 -2.80650
O -2.28177 2.16017 -3.64936
O -4.39087 1.84277 -2.92574
H -5.83764 1.86024 -1.44097
H -5.27685 0.23838 -1.95110
H -3.77227 0.57663 -0.04272
H -3.87415 2.35446 -0.20229
C -3.99825 -2.76917 -1.23798
C -3.55632 -3.36675 0.11429
O -4.41075 -2.73806 1.06462
C -5.11240 -1.74465 0.46886
O -5.83089 -0.99825 1.04731
O -4.86448 -1.69927 -0.85730
H -4.50695 -3.47418 -1.88943
H -3.12575 -2.34028 -1.73062
H -2.54169 -3.04490 0.32582
H -3.62646 -4.45101 0.09977
C 3.45538 1.79422 1.74788
C 3.05502 2.27593 3.13784
O 2.90179 1.05296 3.84577
C 2.72889 0.04718 2.95520
O 2.46735 -1.07459 3.22912
O 2.82790 0.52194 1.68318
H 4.54336 1.70184 1.66479
H 3.14320 2.43038 0.92229
H 2.15389 2.89300 3.12246
H 3.84111 2.88984 3.57558
C 3.88435 0.65082 -1.68111
C 4.04653 -0.84794 -1.53674
O 4.53010 -1.10707 -0.21219
C 4.62243 -2.37600 0.16475
O 4.17933 -3.32590 -0.42616
O 5.24756 -2.41336 1.34011
C 5.63384 -3.71181 1.78820
H 3.67544 0.94420 -2.70919
H 4.87078 1.09334 -1.48631
H 3.16247 1.06624 -0.98301
H 4.72650 -1.25139 -2.28511
H 3.06926 -1.33395 -1.60653
H 4.83623 -4.43137 1.60721
H 5.78062 -3.63464 2.86123
H 6.54218 -4.03545 1.28348
*
```

Output
lowest unoccupied orbital energy: 0.6 eV
structure (SMILES): CCOC(=O)OC.O=C1OCCO1.O=C1OCCO1.O=C1OCCO1.O=C1OCCO1.ClCCCl.ClCCCl
total energy: -102062.243 eV
energy relative to the best compared isomer or geometry (same formula, charge and spin): 0.0 kcal/mol
HOMO energy: -10.49 eV
orbital gap: 11.049 eV

=====

Record 4
Molecular formula: C20H32ClN3O2S
Method: DFT, wB97M-V/def2-TZVPD

The geometry in ORCA input format:
```
! wB97M-V def2-TZVPD RIJCOSX def2/J DEFGRID3
* xyz 0 1
C 2.83156 -4.43192 -0.41982
C 2.07638 -3.43228 0.44630
C 1.52309 -2.26066 -0.35557
C 0.79384 -1.24898 0.52245
C 0.11596 -0.10079 -0.23040
C 0.93029 0.44198 -1.39352
N 0.25808 1.58970 -1.98022
C 0.88024 2.38543 -2.88164
O 2.05933 2.27627 -3.15524
C -0.04438 3.40769 -3.56103
C -0.47619 2.78702 -4.87872
C 0.46755 2.56997 -5.87419
C 0.10771 1.98247 -7.08145
C 1.13869 1.75967 -8.15438
C -1.21810 1.60720 -7.28031
C -2.15072 1.82492 -6.28211
Cl -3.80549 1.35508 -6.54257
C -1.79734 2.41305 -5.07971
N 0.61898 4.68278 -3.76524
C -0.26832 5.59489 -4.48725
C 0.18327 7.05544 -4.52681
C -0.41305 7.91953 -3.41744
S 0.30551 7.72728 -1.80461
N 1.72549 8.24105 -1.97080
O -0.59674 8.26478 -0.80371
C 0.28718 5.94505 -1.58392
C 1.23088 5.22752 -2.55963
H 3.21903 -5.26246 0.17086
H 2.18231 -4.84700 -1.19343
H 3.67694 -3.95488 -0.91966
H 1.25285 -3.93655 0.96102
H 2.73744 -3.04925 1.22997
H 2.34728 -1.77267 -0.88408
H 0.84484 -2.64241 -1.12825
H 0.04564 -1.76485 1.12969
H 1.51872 -0.82993 1.22850
H -0.84711 -0.44895 -0.62291
H -0.10593 0.71296 0.46455
H 1.92080 0.76397 -1.06659
H 1.08405 -0.32581 -2.15546
H -0.74143 1.65928 -1.88266
H -0.95085 3.52269 -2.93617
H 1.49395 2.86321 -5.68762
H 0.72977 1.18781 -8.98602
H 1.50222 2.71183 -8.54433
H 1.99933 1.22059 -7.75729
H -1.52625 1.14552 -8.20926
H -2.54903 2.58336 -4.31912
H -0.35793 5.22187 -5.50750
H -1.29170 5.56255 -4.06759
H 1.27055 7.13917 -4.53608
H -0.16421 7.48185 -5.46917
H -0.28706 8.98341 -3.61860
H -1.47636 7.71091 -3.28300
H 2.12589 8.54552 -1.08972
H 0.61130 5.82579 -0.54832
H -0.75057 5.61156 -1.64864
H 1.73221 4.41218 -2.04428
H 2.02533 5.92144 -2.83612
*
```

Output
lowest unoccupied orbital energy: 0.4 eV
structure (SMILES): CCCCCCNC(=O)[C@H](c1cc(C)cc(Cl)c1)N1CCC[S@@](=N)(=O)CC1
total energy: -53181.880 eV
energy relative to the best compared isomer or geometry (same formula, charge and spin): 2.9 kcal/mol
HOMO energy: -8.95 eV
orbital gap: 9.373 eV

=====

Record 5
Molecular formula: C20H32FO8S
Method: DFT, wB97M-V/def2-TZVPD

The geometry in ORCA input format:
```
! wB97M-V def2-TZVPD RIJCOSX def2/J DEFGRID3
* xyz -1 1
C 7.40954 -1.71307 0.71658
C 6.46967 -0.54945 0.45364
C 6.97031 0.67103 0.06006
C 6.11045 1.72917 -0.13785
C 4.74984 1.60935 0.04775
C 3.84365 2.82284 -0.14377
C 4.54988 4.06042 -0.74469
C 3.29039 3.24500 1.27412
C 4.23639 0.37010 0.44309
O 2.92031 0.08734 0.70608
C 2.03089 0.23081 -0.40421
C 0.77628 1.10887 -0.09217
O 0.67669 1.54862 1.25006
S 0.16454 0.42652 2.32455
O 1.26492 -0.04777 3.11639
O -0.77585 1.09028 3.16248
C -0.54625 -1.02838 1.48780
C -1.95922 -1.29250 2.12628
O -2.11943 -2.35296 2.77969
O -2.85374 -0.45614 1.91659
C -0.74217 -0.91793 -0.05420
C -0.53210 0.48143 -0.60828
F -0.57757 0.48723 -1.99567
C 5.11410 -0.67204 0.63342
H 6.94198 -2.68057 0.52588
H 7.64404 -1.66867 1.79149
H 8.36227 -1.57093 0.20114
H 8.03831 0.83111 -0.07021
H 6.57466 2.66582 -0.42381
H 2.95971 2.62734 -0.75091
H 5.01058 4.66742 0.04206
H 3.82573 4.71424 -1.24663
H 5.31034 3.79625 -1.48616
H 3.92567 4.01295 1.72894
H 2.28151 3.65221 1.17488
H 3.31939 2.35999 1.91223
H 2.57286 0.69390 -1.23523
H 1.76856 -0.77694 -0.74648
H 0.90817 2.01745 -0.69458
H 0.07115 -1.89547 1.72120
H -0.08166 -1.63630 -0.55427
H -1.76745 -1.22867 -0.28027
H -1.36972 1.09255 -0.24481
H 4.72751 -1.64169 0.94423
C -4.80583 -2.53636 -0.23208
C -5.72599 -3.71023 0.03341
O -5.01203 -4.78285 0.64074
H -3.98132 -2.83623 -0.88218
H -5.34496 -1.71181 -0.70538
H -4.36379 -2.17416 0.70105
H -6.15401 -4.08904 -0.89632
H -6.54809 -3.41099 0.69436
H -4.64028 -4.45140 1.46678
C -8.77371 -0.25692 -1.59996
C -7.82908 -0.41314 -2.77668
O -8.30919 0.30929 -3.91102
H -9.76982 -0.61766 -1.86153
H -8.41421 -0.81253 -0.73236
H -8.87441 0.79542 -1.32286
H -7.74789 -1.46103 -3.06195
H -6.83032 -0.04654 -2.52098
H -8.37024 1.23544 -3.65952
*
```

Output
lowest unoccupied orbital energy: 2.4 eV
total energy: -51191.837 eV
HOMO energy: -5.14 eV
orbital gap: 7.587 eV

=====

Record 6
Molecular formula: C20H32GeN5PdS
Method: DFT, wB97M-V/def2-TZVPD

The geometry in ORCA input format:
```
! wB97M-V def2-TZVPD RIJCOSX def2/J DEFGRID3
* xyz 1 1
Pd 0.39624 0.04312 0.07184
C -3.56688 -3.55878 2.05207
C -2.22732 -3.20488 1.93290
C -1.82387 -2.30051 0.97580
C -2.77539 -1.69344 0.12861
C -4.13013 -2.06622 0.25735
C -4.51278 -2.98332 1.21073
N -2.49178 -0.74248 -0.78557
N -1.33201 -0.25168 -1.01489
C -1.15589 0.70380 -1.97756
C -2.13169 1.08258 -2.91115
C -1.82447 2.10696 -3.77999
C -0.56514 2.70272 -3.73399
C 0.35950 2.22159 -2.82306
N 0.08810 1.23879 -1.97620
H -3.86459 -4.28640 2.79078
H -1.49232 -3.63994 2.59462
H -0.76586 -2.04960 0.86579
H -4.85518 -1.61113 -0.39939
H -5.55433 -3.25303 1.30877
H -3.08919 0.58772 -2.89828
H -2.55264 2.44425 -4.49921
H -0.29891 3.50640 -4.39920
H 1.35942 2.63459 -2.76646
C 2.07271 2.21262 0.58311
Ge 1.73305 1.16114 2.27920
C 3.16798 -0.15817 2.65180
C 1.47931 2.38298 3.82189
C -0.00133 0.21687 2.06363
H 2.80096 3.00162 0.75540
H 1.14351 2.68315 0.23816
H 2.47122 1.57133 -0.21549
H 3.89088 0.26575 3.34054
H 3.69540 -0.47219 1.75526
H 2.74165 -1.04475 3.11591
H 2.35324 3.00967 3.95057
H 1.34576 1.78371 4.71637
H 0.60491 3.01144 3.69213
H -0.89049 0.85463 2.11659
H -0.10805 -0.68506 2.66118
C 1.43241 -1.99986 -5.13132
C 0.71510 -1.28124 -3.99261
N 1.45705 -1.31929 -2.74228
C 1.26033 -2.02743 -1.62902
S 2.20554 -1.58067 -0.25649
N 0.48708 -3.09976 -1.47579
C -0.26595 -3.90596 -2.42055
C -1.76133 -3.61403 -2.37812
H 0.79189 -2.01045 -6.00899
H 1.67813 -3.02427 -4.86337
H 2.35143 -1.48112 -5.38758
H -0.28029 -1.69173 -3.82512
H 0.58932 -0.22775 -4.25873
H 2.19792 -0.63004 -2.65750
H 0.47901 -3.44695 -0.52204
H -0.10344 -4.94898 -2.13982
H 0.13173 -3.76044 -3.42280
H -2.15673 -3.81672 -1.38601
H -2.27392 -4.24972 -3.09406
H -1.96843 -2.57598 -2.62752
*
```

Output
lowest unoccupied orbital energy: -4.6 eV
total energy: -99533.055 eV
energy relative to the best compared isomer or geometry (same formula, charge and spin): 65.9 kcal/mol
HOMO energy: -10.43 eV
orbital gap: 5.800 eV